The following is a quantum chemistry calculation of a 40-piece molecular cluster, H80O40 overall, from the Open Molecules 2025 dataset.

Last column: Mulliken charge in e.
Atoms and positions in Å:
H 2.49527 1.93080 -1.05537  -0.062
H 2.78205 2.13405 -2.69736  0.455
O 2.95014 2.41181 -1.77781  -0.503
H -5.04822 0.84065 2.76741  0.180
H -5.56907 2.01798 2.01331  0.278
O -5.49094 1.11035 2.18369  -0.525
H 0.35358 3.01768 -1.85153  0.245
H -0.59160 3.75719 -0.88451  0.134
O 0.23920 3.12543 -0.84231  -0.221
H 5.89391 -0.23655 -1.77112  0.339
H 5.47441 -0.50327 -3.25497  0.308
O 6.09424 -0.82675 -2.46539  -0.692
H -0.25155 -3.73229 2.21359  0.111
H 1.03280 -4.42048 2.25706  0.307
O 0.56422 -3.76376 1.65414  -0.500
H 2.54818 -4.61776 -0.34076  0.201
O 3.27353 -5.05991 -0.09308  -0.552
H 6.00908 -2.40999 -2.19615  0.454
O 5.61056 -3.26592 -1.80652  -0.655
H -1.08387 0.76383 -1.04576  -0.152
H 0.33470 1.24479 -0.61798  0.142
O -0.14521 0.58276 -1.20530  -0.146
H -5.23993 -1.74740 2.25862  0.328
H -3.97256 -1.13568 2.58051  0.314
O -4.66081 -1.82396 2.99828  -0.647
H 0.50857 -2.72321 -3.28005  0.249
H 0.44346 -4.14563 -2.73947  0.476
O 1.17429 -3.37126 -2.79992  -0.693
H -5.33087 0.38630 0.34778  0.369
H -3.95937 0.20732 -0.04103  0.268
O -4.71925 -0.19250 -0.35840  -0.517
H -2.91135 -4.30036 2.92225  0.180
O -2.35843 -3.68883 3.21076  -0.412
H -1.73638 -2.45084 1.12038  0.159
H -2.10954 -0.97346 0.20524  0.062
O -2.22029 -1.95159 0.30485  -0.370
H -3.24873 2.50141 3.53316  0.273
H -3.16444 4.05438 3.83217  0.320
O -3.82223 3.32861 3.68673  -0.590
H 1.62431 3.64750 -4.87085  0.297
H 0.19773 3.25740 -4.93433  0.255
O 1.00644 3.03207 -4.43798  -0.560
H -0.47670 0.12951 -5.59533  0.222
H 0.63494 -0.05130 -4.43966  0.401
O -0.21486 -0.28318 -4.80416  -0.625
H -1.82737 -0.16595 -3.61176  0.416
H -2.85707 0.94645 -2.95884  0.240
O -2.69972 0.20202 -3.54911  -0.650
H -0.80067 -6.51481 -0.31113  0.329
H -0.33690 -5.34434 0.48393  0.211
O -0.00572 -5.87007 0.00141  -0.454
H 2.50689 3.81584 0.66116  0.235
O 3.12365 3.18442 0.84996  -0.551
H 0.51361 6.45873 -1.64900  0.318
H 1.08776 5.03074 -1.97430  0.273
O 0.25818 5.43066 -1.80945  -0.651
H -4.02156 -4.23899 -0.71075  0.270
O -4.78377 -4.07067 -0.11276  -0.520
H 2.83593 1.67338 -4.71754  0.230
H 4.26680 2.05861 -5.12580  0.296
O 3.71201 1.76392 -4.35010  -0.628
H -1.40122 -3.98207 -4.74682  0.321
H -1.16368 -3.15071 -3.48133  0.211
O -1.30897 -4.06615 -3.80849  -0.591
H -5.33741 -2.05884 -2.22411  0.288
H -6.38556 -2.22342 -1.10179  0.253
O -6.11916 -2.46129 -1.89736  -0.613
H 0.64607 -0.86605 4.26626  0.189
H 1.21935 0.41526 4.46542  0.369
O 1.47977 -0.49613 4.43861  -0.669
H 2.11514 5.59157 2.55548  0.308
H 3.14561 4.39652 2.93734  0.326
O 3.00292 5.39651 3.05589  -0.636
H 2.08069 -1.93728 -0.89810  0.156
H 1.41527 -0.42458 -0.92806  0.047
O 2.16840 -0.88481 -0.69593  0.295
H -2.20218 4.59040 1.39694  0.460
H -0.90972 5.15133 0.25855  0.217
O -1.17032 4.76028 1.15921  -0.775
H 4.68062 2.04492 4.09167  0.295
H 5.59896 2.55125 3.21992  0.311
O 5.05321 1.68056 3.25226  -0.633
H -0.40574 2.37374 3.08982  0.270
H -1.26856 3.34595 2.33653  0.258
O -1.20584 2.75372 3.08892  -0.544
H -5.34023 1.41189 -1.26486  0.416
H -5.16470 1.68765 -2.84060  0.281
O -5.39827 2.07150 -2.01124  -0.675
H 5.06794 0.11694 2.84356  0.406
O 5.32547 -0.75738 2.65388  -0.660
H -2.84267 1.53530 2.12194  -0.191
H -2.30705 1.28787 0.57517  -0.050
O -3.01963 1.09147 1.28038  0.228
H 2.73403 2.33057 0.88370  0.288
H 3.13672 -5.81599 -0.68335  0.319
H -4.86804 -4.74043 0.59843  0.247
H 4.74418 -3.19261 -1.80068  0.228
H -2.87544 -3.16712 3.72452  0.218
H 5.68126 -0.91117 1.78078  0.291
O -0.53714 -3.39908 5.34819  -0.604
H -0.61002 -3.45077 4.32962  0.343
H 0.07660 -2.88174 5.60976  0.256
O -3.63920 4.38132 0.89138  -0.640
H -3.52276 5.02834 0.15773  0.329
H -3.82318 3.53925 0.46090  0.296
O -1.73380 -1.77611 -2.36593  -0.170
H -1.40585 -1.81004 -1.50854  0.179
H -2.56714 -1.31790 -2.08935  0.230
O 1.25446 -0.54635 1.92567  -0.244
H 1.17851 -0.51681 0.90546  0.131
H 2.21325 -0.80256 2.22927  0.272
O 3.71461 0.75538 5.71992  -0.699
H 4.20055 -0.07036 5.39344  0.322
H 2.82027 0.36505 5.52292  0.389
O 4.55235 -0.15895 -0.32411  -0.698
H 3.86664 0.48263 -0.54173  0.387
H 4.17705 -0.98362 -0.29960  0.275
O 2.11281 -0.61405 -4.12346  -0.550
H 3.05634 -0.45355 -4.43939  0.310
H 2.12303 -1.38508 -3.49336  0.155

Force components x, y, z for each atom (eV/Å):
H 0.17 0.33 -1.55
H -0.13 -0.53 1.03
O 0.01 0.29 0.36
H 10.12 -5.36 13.72
H 0.31 1.82 0.63
O -11.11 3.66 -14.19
H 0.21 -0.11 2.12
H 2.56 -1.92 0.61
O -2.50 1.44 -2.47
H -0.73 1.07 1.77
H 2.14 -1.00 2.71
O -1.12 0.59 -4.93
H 0.41 0.47 -0.86
H -0.03 1.03 -1.51
O -0.49 -1.48 2.50
H -4.52 3.28 -0.92
O 3.66 -2.98 0.62
H -1.22 -1.64 0.99
O 7.45 0.30 -0.68
H 0.52 -0.02 -0.32
H -1.31 -0.57 -1.07
O 0.58 0.37 1.20
H -1.40 -0.56 -0.93
H -1.59 -2.37 1.61
O 3.14 2.88 -0.85
H 2.39 -1.50 1.27
H 2.63 2.05 -0.12
O -4.40 -0.22 -0.96
H 1.66 -2.59 -2.11
H 2.77 0.76 0.92
O -4.93 1.54 1.59
H -3.73 -4.54 -2.32
O 6.32 1.71 -0.60
H -1.52 2.75 -2.71
H 0.46 -1.55 1.44
O 1.17 -1.18 1.83
H -1.01 2.42 0.93
H -0.73 -1.14 -0.11
O 1.49 -1.14 -0.34
H 0.09 -0.24 0.50
H 0.09 -0.47 0.47
O -0.18 0.73 -0.86
H 0.05 0.97 -1.28
H 0.72 0.41 -0.49
O -1.78 -1.40 1.45
H 1.34 0.32 0.24
H 0.83 -0.19 -0.18
O -2.61 0.76 -0.42
H 3.04 2.40 1.12
H -7.03 11.73 10.59
O 4.07 -14.24 -11.98
H -2.80 2.26 -1.00
O 3.43 -1.39 1.25
H -0.96 -3.68 -0.71
H 1.55 -0.83 -0.12
O -0.67 5.31 0.75
H -0.80 -0.18 0.94
O 0.26 -0.38 0.42
H -0.73 -0.08 -0.27
H -0.75 -0.38 1.35
O 1.45 0.36 -1.50
H -0.05 0.01 -0.85
H -1.08 -0.62 -0.23
O 0.32 0.35 0.93
H 0.80 0.83 0.38
H -1.02 2.02 5.60
O 0.11 -2.72 -6.32
H -1.64 -1.46 -0.61
H 0.19 1.08 -0.13
O 1.40 0.41 1.14
H 2.57 -0.73 1.51
H -0.41 2.17 -0.03
O -2.19 -1.45 -1.54
H -0.38 3.91 0.50
H -3.02 0.66 -1.53
O 2.42 -5.21 0.11
H 2.44 1.02 -1.98
H -1.23 -0.73 2.10
O -0.59 0.17 -0.25
H -0.77 -1.74 -0.12
H -0.45 -2.35 -1.33
O 0.95 4.94 1.76
H 4.70 -2.08 -0.17
H 0.75 0.33 -0.40
O -4.98 1.44 0.46
H 0.11 0.28 -1.90
H 0.15 -0.94 -0.56
O -0.10 0.66 2.15
H 0.04 1.74 -0.48
O 0.20 -3.30 0.49
H 0.91 0.17 -0.66
H -1.21 0.09 2.57
O 1.46 0.13 -2.16
H -0.68 -0.91 0.33
H 0.69 -0.26 0.35
H 0.59 0.40 -1.05
H -6.45 0.56 0.01
H -2.36 2.88 2.56
H -0.17 0.67 -0.20
O -7.20 -5.89 -5.06
H 0.33 0.31 2.81
H 6.90 5.63 2.45
O -0.51 0.77 -0.74
H -0.40 -0.66 0.61
H -0.10 -0.15 -0.02
O -1.80 0.83 -1.03
H 1.90 -1.02 2.64
H 0.36 -0.67 -1.48
O 1.36 0.08 -1.32
H 1.07 -0.67 2.72
H -2.63 0.70 -1.39
O -0.41 -2.65 -1.15
H -0.20 1.79 0.68
H 0.88 0.84 0.57
O 2.44 3.70 0.15
H 0.23 -0.50 -0.02
H -1.60 -2.80 0.05
O 2.57 -0.75 0.52
H -1.82 -0.46 0.92
H 0.31 1.01 -0.91

As for the HOMO-LUMO gap: 8.654 eV. The molar mass comes out at 720.6 g/mol. For the energy relative to the best compared isomer or geometry (same formula, charge and spin), the calculation gives 412.9 kcal/mol. The largest force on an atom comes out at 0.3705 hartree/bohr. As for the total energy: -83187.909 eV. Its highest occupied orbital energy is -9.91 eV.


The following is a quantum chemistry calculation of C4H6O2 as an isolated structure, from the Open Molecules 2025 dataset.

Last column: Mulliken charge in e.
Atoms and positions in Å:
C 1.11159 -0.84825 -0.03723  -0.536
O 1.20944 0.31093 -0.88159  -0.400
C 0.18864 0.97581 -0.15995  0.073
C -1.20697 0.60478 -0.61936  -0.556
O -1.36159 -0.45485 0.34959  -0.441
C -0.03739 -0.32432 0.80099  0.020
H 2.04202 -0.94671 0.52979  0.291
H 0.85676 -1.77284 -0.55153  0.261
H 0.38268 1.37763 0.81773  0.373
H -1.99473 1.35031 -0.50843  0.264
H -1.22002 0.19892 -1.64109  0.232
H 0.02957 -0.47140 1.90108  0.420

Force components x, y, z for each atom (eV/Å):
C 0.22 -0.82 -0.03
O 0.15 0.11 0.12
C -0.51 -1.84 2.11
C -0.42 0.16 -0.10
O -0.62 -0.70 -0.34
C 0.07 -0.45 -0.39
H -0.11 -0.22 0.03
H 0.31 -0.16 -0.37
H 0.72 3.11 -0.61
H -0.02 0.02 0.04
H 0.16 0.28 0.20
H 0.06 0.51 -0.66

As for the HOMO-LUMO gap: 9.839 eV. The molar mass comes out at 86.1 g/mol. For the energy relative to the best compared isomer or geometry (same formula, charge and spin), the calculation gives 107.2 kcal/mol. The largest force on an atom comes out at 0.0632 hartree/bohr. As for the total energy: -8335.814 eV. Its highest occupied orbital energy is -8.81 eV.


The following is a quantum chemistry calculation of an isolated ion of composition C19H30N2O2Si and charge +2, from the Open Molecules 2025 dataset.

Last column: Mulliken charge in e.
Atoms and positions in Å:
C 5.53655 -2.50980 0.89544  -0.976
C 5.28030 -1.72077 -0.50063  0.223
O 6.43515 -0.94981 -0.91967  -0.362
C 6.58687 0.25951 -0.15342  -0.398
C 5.91627 1.55999 -0.83130  -0.692
N 4.46502 1.67062 -0.38820  0.196
C 4.07634 1.96991 0.97503  -0.055
C 2.58256 2.05179 1.44418  -0.585
C 1.49823 1.81713 0.36630  0.349
C -0.07085 1.80458 0.59946  0.444
C -0.69335 0.68304 1.48961  -0.576
C -2.24451 0.70744 1.63359  -0.270
N -3.00961 1.72479 0.96872  0.107
C -4.52393 1.65632 1.11732  -0.800
C -5.03638 0.74893 -0.14552  0.000
O -5.71252 -0.45408 0.27221  -0.458
Si -5.03757 -1.89101 -0.43297  0.555
C -6.24354 -3.40704 -0.31900  -0.988
C -3.41427 -2.36437 0.51877  -0.768
C -4.59194 -1.72899 -2.29684  -0.942
C -2.48587 2.79825 0.17388  -0.045
C -0.94799 2.90167 -0.05967  -0.568
C 1.97795 1.52133 -1.10719  -0.535
C 3.48158 1.46255 -1.44314  -0.179
H 4.84073 -2.05993 1.70307  0.260
H 5.34087 -3.63825 0.81562  0.308
H 6.60825 -2.31239 1.26566  0.267
H 4.99207 -2.50154 -1.30142  0.346
H 4.36489 -1.04961 -0.34363  -0.123
H 6.23620 0.16550 0.93923  0.335
H 7.71868 0.47510 -0.10548  0.325
H 6.41711 2.52732 -0.49234  0.365
H 5.93332 1.48586 -1.98367  0.302
H 4.94519 2.14771 1.70800  0.427
H 2.29489 2.26533 2.52522  0.424
H -0.10024 -0.13801 2.01191  0.437
H -2.81314 -0.06666 2.24517  0.464
H -4.90118 2.74051 0.99748  0.305
H -4.83884 1.21554 2.12590  0.405
H -4.14976 0.59053 -0.84881  0.177
H -5.81189 1.36253 -0.74947  0.242
H -6.85918 -3.37849 0.64333  0.292
H -5.70253 -4.40451 -0.48739  0.305
H -6.98338 -3.29721 -1.20424  0.285
H -3.15861 -3.47224 0.31091  0.353
H -3.51025 -2.20398 1.65592  0.214
H -2.52448 -1.71783 0.18011  0.151
H -5.43659 -1.19281 -2.85965  0.299
H -3.68304 -1.00734 -2.34094  0.266
H -4.27831 -2.71843 -2.77659  0.347
H -3.16186 3.58538 -0.31320  0.383
H -0.57944 3.75058 -0.71921  0.409
H 1.21113 1.32573 -1.93354  0.406
H 3.76495 1.20965 -2.52490  0.346

Force components x, y, z for each atom (eV/Å):
C -0.11 0.75 0.33
C -0.87 -1.32 0.81
O -1.18 0.92 1.00
C 1.25 0.50 0.04
C 0.45 -0.33 0.33
N -3.62 0.28 -0.31
C -2.42 -0.30 -1.11
C 0.86 -0.94 -4.08
C 2.86 -0.37 -1.42
C -1.79 0.00 0.73
C -3.01 2.97 -1.87
C 3.17 1.81 -1.68
N 1.79 0.43 0.52
C -0.63 0.03 -1.18
C -1.23 0.98 -0.15
O 1.86 0.06 -1.12
Si -0.16 -1.89 -0.01
C -0.81 0.60 -0.47
C 0.68 0.24 0.42
C 0.63 1.51 -0.01
C 3.97 -1.55 0.56
C -2.51 -3.21 2.19
C 2.56 0.53 2.55
C -3.16 0.39 3.00
H 1.05 -0.93 -1.21
H 0.37 1.82 0.07
H -1.56 -0.51 -0.72
H 0.85 1.55 1.02
H 1.20 -0.73 -0.38
H 0.34 0.00 -1.59
H -1.75 -0.33 -0.16
H -0.51 -1.41 -0.47
H -0.04 0.11 2.02
H -1.57 -0.33 -1.34
H 0.70 -0.28 -1.70
H -0.84 1.40 -0.93
H 0.79 1.31 -1.03
H 0.55 -1.86 0.40
H 0.65 0.63 -1.54
H -1.03 -0.02 0.99
H 1.30 -0.78 1.05
H 0.90 -0.38 -1.29
H -0.70 1.51 0.52
H 1.06 -0.19 1.46
H -0.37 1.81 0.39
H 0.03 -0.49 -1.61
H -1.12 -0.98 0.35
H 1.18 -1.07 0.58
H -1.27 -1.20 -0.24
H -0.65 1.41 0.70
H 0.79 -1.59 1.08
H -0.29 -1.39 1.12
H 1.34 0.34 1.38
H 0.06 0.50 2.05

As for the HOMO-LUMO gap: 6.861 eV. The molar mass comes out at 346.5 g/mol. The net charge is +2. The largest force on an atom comes out at 0.0900 hartree/bohr. As for the total energy: -35120.374 eV. Its highest occupied orbital energy is -14.60 eV.


The following is a quantum chemistry calculation of C3H6N2O as an isolated structure, from the Open Molecules 2025 dataset.

Last column: Mulliken charge in e.
Atoms and positions in Å:
N 1.57529 -0.70528 0.23836  -0.591
C 0.53798 0.03043 -0.40872  0.034
C -0.85846 -0.62682 -0.58711  -0.395
O -1.67058 0.52460 -0.50350  -0.662
C -0.14622 1.13611 0.38406  0.382
N -0.59530 1.62136 1.38456  -0.606
H 2.47367 -0.23702 0.21005  0.257
H 1.34554 -0.91161 1.20463  0.253
H 0.88397 0.41023 -1.37347  0.327
H -0.94716 -1.12182 -1.56009  0.271
H -1.04573 -1.36590 0.20976  0.248
H -1.58371 1.15342 0.75706  0.483

Force components x, y, z for each atom (eV/Å):
N 0.02 0.13 0.17
C -0.08 0.06 -0.15
C 0.10 -0.24 -0.13
O -0.21 -0.04 0.07
C -0.04 0.18 0.85
N 0.43 -0.13 -0.60
H -0.12 -0.07 -0.03
H 0.03 -0.04 -0.10
H -0.10 0.01 0.16
H 0.00 0.09 0.14
H 0.04 0.15 -0.09
H -0.08 -0.12 -0.28

As for the HOMO-LUMO gap: 10.403 eV. The molar mass comes out at 86.1 g/mol. For the energy relative to the best compared isomer or geometry (same formula, charge and spin), the calculation gives 106.4 kcal/mol. The largest force on an atom comes out at 0.0169 hartree/bohr. As for the total energy: -8232.085 eV. Its highest occupied orbital energy is -9.64 eV.